Computed, not measured: a molecular structure, C79H204Cl5N15O18 at a distorted geometry, with ωB97M-V/def2-TZVPD.

Properties
E_tot: -7604.66573 Ha
HOMO: -21.0826 eV
Maximum force: 0.0840 hartree/bohr
HOMO-LUMO gap: 7.79 eV
LUMO level: -13.2917 eV
Total charge: +10

Last column: Löwdin charge in e.
Atoms and positions in Å:
1 H 0.94665 1.84389 -12.88568  0.15
2 H -1.53256 -4.91726 11.79089  0.17
3 O 1.07537 -4.69686 11.52094  -0.24
4 H -9.72606 -0.98208 -3.31267  0.09
5 C -3.36332 -9.03985 -6.36570  -0.13
6 C -4.84942 3.07332 1.17167  -0.08
7 H 5.70229 -2.73913 -6.64102  0.13
8 C 1.95621 13.59425 1.24990  0.04
9 H 0.47494 -1.10684 -0.03398  0.11
10 H 5.13386 3.38357 -14.02946  0.14
11 H 2.77519 5.82819 7.86532  0.12
12 H 1.21306 -4.86938 5.79627  0.14
13 H 4.71893 0.69785 -1.27482  -0.07
14 C 1.22181 2.37865 -11.99163  -0.14
15 C 1.75097 -6.91853 7.57760  -0.19
16 H -0.64899 15.35218 -1.27932  0.12
17 H -9.92510 -4.14525 0.22923  0.12
18 H 1.56857 -5.85731 13.20414  0.15
19 C -0.39596 13.36301 2.15178  -0.07
20 H 4.91662 -0.98898 4.82860  -0.18
21 C -1.35489 -2.85263 12.03893  -0.09
22 H -7.65186 7.17107 -1.28723  0.13
23 C -9.02161 -1.23003 -2.53194  -0.07
24 H 1.49211 14.55739 3.68265  0.12
25 N -6.88676 3.21444 6.69474  -0.01
26 C 7.81270 -2.32629 -6.80074  -0.19
27 H -3.67659 -1.99552 8.87472  0.09
28 H 5.54337 2.76183 -12.40189  0.15
29 H -12.46332 -1.90727 0.44849  0.13
30 O 0.70938 11.26397 2.28800  -0.23
31 C -5.13031 6.61262 0.39782  -0.06
32 H -0.79191 12.89728 1.27128  0.12
33 H -6.14392 6.95921 0.49794  0.13
34 C -0.23096 2.64433 -8.65248  -0.08
35 H -1.59888 4.56367 7.21063  0.09
36 C 7.98434 -5.19295 -7.58231  -0.13
37 H -9.51479 -0.25553 1.80254  0.07
38 H -0.30652 -2.75413 11.69766  0.13
39 H 0.00525 7.34458 -3.80128  0.10
40 C 0.70577 -5.52870 12.62959  -0.17
41 H -1.16030 3.97068 5.57463  0.13
42 C -6.29258 5.55970 -1.64195  -0.06
43 C 6.57660 -3.09774 -7.15390  -0.10
44 H 2.81519 -5.76727 5.48003  0.13
45 H 1.44632 -5.91067 7.94683  0.13
46 H 5.26391 0.76614 3.20319  0.07
47 C 1.71372 -5.73453 5.34176  -0.06
48 C 1.92251 16.47364 2.77936  -0.03
49 H 7.35847 1.71590 6.04051  0.10
50 N 0.30369 5.25529 -3.87844  0.06
51 O -2.04963 -2.99474 9.72941  -0.17
52 C -7.16051 6.72516 -2.15201  -0.17
53 H -8.35636 5.42237 8.77425  0.11
54 O -5.45718 4.34566 0.91994  -0.21
55 H 8.10259 -6.00043 -0.34852  0.12
56 H -11.65862 -4.18109 0.10295  0.15
57 C -0.79321 4.20260 6.60532  0.03
58 H 2.01566 -3.18953 12.70726  0.08
59 C 0.34240 2.59668 1.16121  -0.05
60 C -11.42516 -1.69951 0.31644  -0.05
61 H 6.05439 -0.79092 2.72902  0.10
62 H -2.51612 -2.56653 7.71085  0.09
63 H -4.60800 2.88611 2.21313  0.02
64 H -9.46986 -0.90604 3.45844  0.09
65 H -9.80244 -5.03449 2.36568  0.07
66 H 3.02997 1.59104 -11.94813  0.16
67 H -11.54955 -5.50344 2.49283  0.10
68 H 6.45277 1.02848 -13.46804  0.10
69 H 5.73946 -5.36029 -8.49220  0.13
70 H -8.01219 -0.87934 2.51200  0.08
71 C 0.42400 -0.12138 0.47035  0.01
72 C -10.73024 -5.24894 1.81639  -0.05
73 C 3.49061 3.45168 -12.77560  -0.03
74 H 5.80694 -6.85503 -0.36983  0.15
75 H -0.62592 -7.87157 6.77899  0.10
76 C 6.07362 0.09123 3.38271  -0.03
77 C -0.27423 14.58262 -0.58388  -0.06
78 H 1.35150 0.09031 0.98071  0.07
79 C 5.28457 -0.95685 -2.55985  -0.05
80 H 6.52412 0.68790 7.13431  0.10
81 C 1.88798 -6.30334 1.67004  -0.08
82 H 0.89165 -6.62101 1.31026  0.09
83 C 5.46006 -5.38540 -7.43126  -0.14
84 H 7.55496 -7.26454 -7.09744  0.09
85 H 1.11001 -7.57804 8.19541  0.14
86 H 8.72743 -2.90525 -6.84474  0.11
87 C 1.75957 -8.23607 5.33984  -0.10
88 H 1.60824 2.43568 -0.44191  -0.06
89 H 7.98313 -1.54274 -7.56675  0.15
90 H 7.75709 1.63566 0.54319  0.10
91 H -11.11894 -2.77594 3.46353  0.10
92 H -0.11404 2.94521 -0.87181  0.09
93 C -0.33453 -4.73544 13.40097  -0.09
94 C 6.88380 -4.81052 -5.34939  0.02
95 H 2.13498 -2.99314 10.94139  0.11
96 H 0.23777 -6.42452 12.18318  0.14
97 H 0.00351 -8.38033 -6.24952  0.12
98 H -2.14916 -1.14342 8.78317  0.09
99 H 2.10137 7.10584 8.89145  0.12
100 N -1.49642 -4.26287 12.56721  0.09
101 H 1.50114 -4.64945 3.58636  0.12
102 C -10.82183 -4.08442 0.85455  -0.18
103 C 5.72633 -7.85721 -2.17036  -0.38
104 N 0.53515 6.04126 7.71232  0.08
105 C -10.97158 -1.78082 -1.18495  -0.18
106 H 5.53764 -6.41095 -7.01029  0.13
107 C 8.87195 -1.52363 -4.83023  -0.09
108 H 8.01165 -6.44062 -2.15875  0.09
109 H -3.67564 -7.02678 -3.99452  0.09
110 N 1.22974 -6.97469 6.17226  -0.26
111 H 4.45187 -0.76156 -3.23150  0.09
112 H -2.26663 -1.30432 10.97061  0.15
113 H -0.62827 3.63925 -8.73776  0.09
114 H -6.20120 1.39404 7.35631  0.05
115 C -8.53211 4.67348 8.01444  0.05
116 O 4.49593 1.55665 4.98487  0.13
117 H 7.37995 -6.96923 -8.80670  0.11
118 H -3.12841 -10.79915 -5.14601  0.07
119 H 2.64522 -6.89522 1.09067  0.10
120 N -5.00831 6.08324 -1.01251  0.04
121 H 5.89938 1.28656 -15.06326  0.11
122 H 6.15351 2.46907 7.05363  0.08
123 O 4.42242 1.43734 -13.59051  -0.19
124 H -11.08879 -2.69286 -1.68187  0.11
125 C -2.33308 -6.73564 -5.80182  -0.11
126 H -6.70073 4.86634 -0.90695  0.13
127 C 7.78989 -6.71430 -1.14458  0.04
128 H 0.34347 2.50720 -7.72175  0.08
129 C -0.68326 -7.97209 -8.16948  -0.16
130 H -11.70749 -1.15878 -1.70867  0.14
131 H 0.40335 -5.05297 -9.10632  0.09
132 H 6.75030 -0.47530 5.34363  0.17
133 H 8.15384 1.99121 -1.15417  0.14
134 Cl -4.81502 1.80668 4.91142  -0.39
135 O 0.76853 2.56313 -9.66201  -0.22
136 H -1.20250 13.93227 2.64605  0.15
137 O 1.00338 5.38310 5.55021  0.19
138 H 2.13214 -10.38995 5.55037  0.08
139 H 9.55220 -0.93828 -5.42018  0.09
140 H 1.87063 -9.66268 7.10889  0.08
141 C 7.31363 1.70189 -0.44488  0.03
142 C -9.07465 -1.00807 2.43875  -0.06
143 H 0.65700 10.05215 3.95696  0.08
144 H 3.64266 -6.94493 8.66812  0.12
145 C -2.94196 -6.34338 -4.44695  -0.07
146 Cl 5.09094 -4.01619 -2.19911  -0.17
147 H 0.27265 -5.79439 3.71691  0.13
148 H -7.86348 8.64444 -3.26089  0.10
149 C -6.85326 2.15380 7.72736  -0.03
150 H -0.32296 3.27060 6.98971  0.13
151 H 2.17459 7.27676 7.05270  0.09
152 C -9.28473 -2.36513 1.76763  -0.12
153 H 2.72039 3.30447 -2.70702  0.08
154 H -2.92244 -6.54069 -6.71156  0.14
155 H 0.00944 -8.61772 -8.69019  0.14
156 C -1.56049 -8.76934 -4.54525  -0.02
157 C -0.85313 -8.64682 -6.83286  -0.08
158 H 1.08868 2.14663 1.77691  0.07
159 N 2.63484 2.52058 -11.84918  0.06
160 N 6.69090 -4.57727 -6.86201  -0.25
161 H -11.92312 -1.37399 2.70979  0.10
162 O 0.29422 0.66065 -1.82960  0.18
163 H 1.07765 -6.65309 -9.62184  0.11
164 C 1.37108 -5.69586 3.86258  -0.26
165 C 0.48892 6.64542 -3.13325  0.01
166 H 2.28002 10.61211 3.42599  0.10
167 H 1.95092 16.98887 3.73195  0.10
168 H 3.38549 4.70924 -3.30971  0.11
169 H -8.84565 -2.38577 0.78240  0.11
170 H 9.40403 -2.42920 -4.56644  0.09
171 H -3.33548 -2.65609 11.34870  0.15
172 C -2.31824 -2.42749 10.97013  -0.25
173 O 1.48992 3.63669 -5.12503  0.15
174 H 6.06618 -4.36085 -4.78842  0.04
175 H -6.58959 8.36657 -4.43468  0.10
176 H -0.66040 2.14551 -11.20860  0.15
177 Cl 3.47537 1.84800 -0.20408  0.03
178 H -0.98741 1.86346 -8.80547  0.10
179 C 3.25563 -7.18784 7.63587  -0.04
180 H -0.79648 -9.72195 -6.96106  0.13
181 H -4.75793 6.88161 -1.62658  0.16
182 H 2.77349 -8.00494 4.99170  0.13
183 Cl 3.75529 -2.03601 4.75373  -0.08
184 N 5.88602 -0.18093 4.84762  -0.06
185 H -7.84214 6.44897 -2.95089  0.14
186 H -0.14778 6.84959 7.85760  0.21
187 H 0.30275 5.44953 8.51385  0.17
188 H 0.53876 0.83117 -10.68567  0.12
189 H 6.82966 -5.92382 -5.32117  0.10
190 H -0.65949 -6.09869 6.81955  0.11
191 H -8.21428 -0.49191 -2.39458  0.09
192 H 1.68992 17.17994 1.94060  0.11
193 C -3.26439 -10.51240 -6.15345  -0.06
194 H -1.63298 -7.83836 -8.72056  0.14
195 C -4.70385 5.45106 1.29538  -0.23
196 H -0.65611 -7.09718 5.24592  0.10
197 H 6.47543 2.42875 -0.52897  0.08
198 N -10.81627 -2.63778 1.38363  -0.24
199 N 0.56274 2.31066 -0.28498  -0.02
200 H 2.82359 3.55031 -13.69532  0.16
201 O -9.67897 -1.24297 -1.26079  -0.22
202 C 1.29716 10.24076 3.09446  -0.08
203 H 8.93645 -6.91980 -8.01588  0.10
204 H 0.73206 12.62438 3.82913  0.13
205 H 4.62706 -9.35711 -1.43243  0.12
206 H 8.53604 -1.03254 -3.88691  0.09
207 H -1.05154 -9.73144 -4.59485  0.11
208 C 0.22433 5.22724 6.41734  -0.40
209 H 1.95647 -5.21017 1.48250  0.10
210 H 0.83724 3.40626 -12.20787  0.16
211 H -4.15036 -8.57836 -5.78748  0.12
212 H 3.80612 -6.58205 6.90098  0.08
213 H -4.39870 7.41993 0.48098  0.14
214 C 6.39977 1.57968 6.52436  0.05
215 H 2.86891 2.81114 -10.91370  0.16
216 C 0.33743 1.87384 -10.85251  -0.17
217 H 6.17988 -1.14243 -3.09258  0.05
218 H -5.48420 2.23699 0.76660  0.11
219 H 2.43886 13.03995 2.03706  0.10
220 H -11.31074 -0.68676 0.73236  0.13
221 H 0.49286 -9.98693 5.94761  0.10
222 C 6.81712 0.39869 -0.96700  -0.42
223 C 4.03323 -4.83387 -7.22779  -0.06
224 C -2.60428 -2.14296 8.70939  -0.08
225 N 6.26523 -6.73836 -1.26476  0.01
226 H -8.97324 -3.16775 2.44180  0.12
227 H 5.99531 -10.04356 -2.29222  0.11
228 C 0.20031 -6.11925 -9.18690  -0.14
229 H -10.53154 -6.12783 1.20904  0.10
230 O 7.16694 -0.68879 -0.79614  0.18
231 H -7.87412 1.77603 7.91438  0.11
232 H -4.77884 5.68155 2.39630  0.15
233 C 5.45248 1.05688 5.43881  -0.50
234 H -9.39474 4.98030 7.39720  0.12
235 H 3.04851 -4.28869 11.71230  0.08
236 C 0.38175 0.82386 -0.69001  -0.46
237 H -0.21849 5.45405 -4.74617  0.17
238 C -0.29767 -6.97699 6.26574  0.02
239 O 2.04983 -6.57363 3.05194  -0.20
240 H -3.54363 -8.71635 -7.37192  0.12
241 H 5.02280 -1.71570 -1.79382  -0.02
242 C 0.03754 12.24584 3.05916  -0.21
243 H -0.89521 11.81571 3.48667  0.15
244 H 3.48442 -5.55519 -7.85947  0.08
245 N 5.53278 0.40771 -1.85741  0.03
246 H -5.95254 5.02806 -2.51155  0.13
247 C 5.70978 -9.26357 -1.61579  0.05
248 H -6.04518 3.03630 6.02802  -0.03
249 H 3.64017 4.43053 -12.34028  0.14
250 H -6.33877 9.68142 -3.13368  0.11
251 H -7.60496 2.90650 6.01211  0.18
252 H 1.17267 -8.13292 4.43197  0.11
253 H 6.21702 -9.28318 -0.69803  0.07
254 O -6.19338 7.67107 -2.60052  -0.25
255 H -6.54405 2.64775 8.64396  0.11
256 H 0.25920 3.67105 1.33418  0.10
257 H 1.65421 12.90025 0.43907  0.11
258 H 7.05716 0.45202 3.18987  0.08
259 H 0.13065 -3.92043 13.90216  0.13
260 H -3.66059 -5.53790 -4.68063  0.09
261 H 1.54977 6.78677 -3.03140  0.08
262 H 0.03034 15.44403 3.36278  0.13
263 H 3.63424 -4.91477 -6.17055  0.10
264 C 2.15043 -3.72729 11.79051  -0.04
265 H 0.98009 15.97554 0.44994  0.12
266 H -2.36679 -4.41474 13.11915  0.21
267 H 1.32359 9.32113 2.49908  0.09
268 H -0.04938 6.67457 -2.18559  0.03
269 H -2.32672 -8.70012 -3.79991  0.09
270 H 6.00478 -5.74129 -1.55212  -0.06
271 H 3.40154 -8.24488 7.45558  0.07
272 C 4.78034 2.75239 -13.22386  -0.22
273 C 2.41816 4.34898 -2.96490  0.01
274 N 0.71237 14.37152 1.74780  -0.22
275 C 0.23324 15.24369 0.62883  -0.20
276 Cl -1.77367 4.83934 -1.35309  -0.20
277 H -0.41863 -0.01240 1.16676  0.10
278 H 2.07887 4.97003 -2.15415  0.08
279 H -1.50829 -2.14763 12.80150  0.13
280 H -3.97085 2.97882 0.51346  0.07
281 H -0.80042 -5.40528 14.15223  0.16
282 C -6.77591 8.71423 -3.42083  -0.02
283 O -0.13878 -6.63815 -7.95969  -0.21
284 H 0.53593 14.01215 -1.07858  0.09
285 H 8.12015 -7.72870 -0.89535  0.10
286 H 3.79616 -3.82452 -7.65413  0.09
287 C -11.67822 -2.42123 2.61146  0.01
288 H -8.77998 3.69893 8.41211  0.08
289 H -1.05346 13.88842 -0.43456  0.06
290 H -3.62680 5.31591 1.15182  0.10
291 C -7.24672 4.56253 7.21247  -0.40
292 O 5.42619 -7.48625 -3.26232  0.13
293 H -0.71172 -8.07668 -4.34972  0.12
294 H 6.42436 -3.11624 -8.20269  0.12
295 C 1.55763 -9.62790 6.04092  -0.03
296 H 7.84108 -4.38135 -5.05542  0.09
297 C 1.97044 6.61847 7.89286  0.03
298 H -0.64381 2.13422 1.35419  0.10
299 H 5.59429 1.16916 -2.51557  0.14
300 H 2.91003 16.06157 2.62865  0.08
301 H -12.63055 -2.97859 2.55365  0.13
302 H -2.10134 -5.99484 -3.81837  0.09
303 H 8.04116 -4.57117 -8.47520  0.14
304 H -8.58182 -2.24479 -2.72896  0.10
305 H 8.80865 -4.96841 -6.89607  0.13
306 H -2.51161 -11.02191 -6.79531  0.10
307 C 1.02422 15.25477 2.98342  -0.14
308 H -0.65962 -6.20236 -9.90384  0.11
309 H -1.39392 -6.27399 -6.01458  0.10
310 C 7.91510 -6.63821 -7.91006  -0.07
311 H -0.59380 15.81484 1.02645  0.15
312 C 5.58750 0.83587 -14.11498  -0.08
313 H 5.33077 -0.19168 -14.39738  0.11
314 O 7.65449 -1.74523 -5.49806  -0.20
315 H -4.22488 5.46629 -1.06805  0.03
316 C 1.48262 4.31841 -4.12436  -0.38
317 N -2.06051 -8.30604 -5.89118  -0.22
318 H -4.13471 -11.08495 -6.53562  0.12
319 H -0.35923 4.71629 -3.18694  0.06
320 O -6.39944 5.35985 6.98559  0.17
321 H 2.68710 14.26995 0.83848  0.11

Atoms 1-3, force components in eV/Å:
0.42 -0.48 -0.42
-0.22 0.04 -0.48
0.55 0.46 0.02